Formula: C3H5N3
Source: the OMol25 dataset
Level of theory: ωB97M-V with the def2-TZVPD basis set

Its molar mass is 83.09 g/mol. Its frontier orbital gap is 10.351 eV. For the energy relative to the best compared isomer or geometry (same formula, charge and spin), the calculation gives 201.08 kJ/mol. The LUMO energy is 0.027 Ha. The SMILES is [H]/N=C/[C@@H]1N=C1N. Its spin multiplicity is 1. For the HOMO energy, the calculation gives -9.6 eV. Its largest force on an atom is 0.5 eV/A.

Last column: Löwdin charge in e.
Geometry (Å):
1 N -1.908 -1.056 -0.634  0.154
2 C -0.736 -0.403 -0.755  -0.438
3 C 0.602 -0.138 -0.278  -0.219
4 N 2.085 0.852 1.308  0.082
5 C 0.918 0.826 0.806  -0.238
6 N -0.163 0.466 -1.464  0.175
7 H -2.569 -0.955 -1.391  0.106
8 H -1.936 -1.924 -0.124  0.102
9 H 1.420 -0.824 -0.503  0.118
10 H 2.170 1.622 1.973  0.042
11 H 0.116 1.534 1.061  0.115

Cartesian forces, eV/Å:
N 0.03 0.02 0.00
C 0.14 0.32 -0.28
C 0.27 -0.09 0.17
N -0.38 0.13 -0.03
C 0.16 -0.06 -0.01
N -0.38 -0.34 0.12
H 0.11 -0.04 0.08
H 0.06 0.17 -0.01
H -0.12 0.10 -0.02
H -0.01 -0.13 0.01
H 0.13 -0.07 -0.03

***

Formula: CHBiLiO
Source: the OMol25 dataset
Level of theory: ωB97M-V with the def2-TZVPD basis set

Its molar mass is 244.94 g/mol. Its frontier orbital gap (alpha / beta) is 6.733 / 6.364 eV. For the energy relative to the best compared isomer or geometry (same formula, charge and spin), the calculation gives 0.00 kJ/mol. The LUMO energy (alpha / beta) is -0.208 / -0.216 Ha. As for the charge: +1. Its spin multiplicity is 1. For the HOMO energy (alpha / beta), the calculation gives -12.4 / -12.2 eV. Its largest force on an atom is 5.4 eV/A.

Last column: Löwdin charge in e.
Geometry (Å):
1 H -0.167 -0.391 -1.236  0.048
2 Bi -0.761 -1.985 1.109  0.886
3 O 0.735 0.728 0.078  -0.332
4 C 0.693 -0.441 -0.318  -0.450
5 Li -0.500 2.089 0.366  0.847

Cartesian forces, eV/Å:
H 2.44 -0.98 0.58
Bi 1.24 0.20 -0.45
O 1.07 -0.26 0.46
C -5.22 1.14 -0.50
Li 0.48 -0.09 -0.09

***

Formula: C10H9N
Source: the OMol25 dataset
Level of theory: ωB97M-V with the def2-TZVPD basis set

Its molar mass is 143.19 g/mol. Its frontier orbital gap is 8.802 eV. For the energy relative to the best compared isomer or geometry (same formula, charge and spin), the calculation gives 287.50 kJ/mol. The LUMO energy is 0.029 Ha. The SMILES is c1ccc(-c2ccc[nH]2)cc1. Its spin multiplicity is 1. For the HOMO energy, the calculation gives -8.0 eV. Its largest force on an atom is 6.0 eV/A.

Last column: Löwdin charge in e.
Geometry (Å):
1 C -3.250 -0.020 0.066  -0.096
2 C -2.572 1.172 -0.265  -0.073
3 C -1.156 1.155 -0.261  -0.034
4 C -0.423 -0.026 -0.019  -0.216
5 C -1.149 -1.133 0.251  -0.049
6 C -2.509 -1.126 0.306  -0.101
7 C 1.004 0.001 -0.115  -0.262
8 C 1.917 -0.408 -1.037  -0.127
9 C 3.224 -0.208 -0.631  -0.138
10 C 3.126 0.256 0.719  -0.194
11 H -4.306 -0.004 0.133  0.090
12 H -2.856 2.156 -0.687  0.105
13 H -0.543 2.137 -0.648  0.164
14 H -0.704 -2.008 0.376  0.078
15 H -3.054 -2.099 0.553  0.136
16 H 1.612 -0.894 -2.127  0.167
17 H 4.250 -0.695 -1.150  0.151
18 H 3.916 0.625 1.463  0.128
19 H 1.637 0.722 2.106  0.261
20 N 1.836 0.396 0.965  0.009

Cartesian forces, eV/Å:
C 0.24 2.54 -0.53
C 2.48 0.53 -0.53
C 0.75 1.78 -1.27
C -1.11 2.42 -0.42
C -1.25 1.58 -0.28
C -1.90 -2.53 0.79
C 2.57 0.09 2.03
C -1.58 -1.86 -4.91
C 4.05 -1.43 1.12
C 2.87 0.07 -1.77
H -0.92 -0.23 -0.07
H -1.20 -0.96 0.73
H -1.67 -2.58 1.21
H 2.19 -3.71 0.65
H 0.86 1.43 -0.36
H 0.77 1.47 3.14
H -3.19 1.84 1.47
H -1.39 -0.87 -1.36
H -0.18 -1.28 -4.94
N -2.39 1.68 5.30